No. 1
# C48H96O36

12 unconnected molecules or ions with the total composition C48H96O36 (wB97M-V/def2-TZVPD, the OMol25 dataset).

```
! wB97M-V def2-TZVPD RIJCOSX def2/J DEFGRID3
* xyz 0 1
C 0.1019 -2.6764 2.5846
C 1.3783 -2.5751 1.7534
O 2.4929 -2.1383 2.4891
C 3.2122 -2.9963 3.1339
O 3.1300 -4.2080 2.9672
O 4.1278 -2.3795 3.9076
C 5.0247 -3.1536 4.6787
H -0.7440 -3.1078 2.0494
H -0.1893 -1.7196 3.0181
H 0.1235 -3.3444 3.4456
H 1.2619 -1.8970 0.9080
H 1.6036 -3.5753 1.3834
H 4.4096 -3.6630 5.4205
H 5.7682 -2.5832 5.2354
H 5.4543 -4.0324 4.1977
C -3.5930 -2.6125 4.3284
C -3.5454 -1.6896 5.5095
O -4.0872 -0.4520 5.0887
C -3.4403 0.6500 4.9327
O -2.2506 0.7705 5.2855
O -4.1392 1.6550 4.3940
C -3.5961 2.9220 4.3102
H -3.2903 -3.6007 4.6747
H -2.8328 -2.3016 3.6118
H -4.5524 -2.8036 3.8475
H -2.4768 -1.7030 5.7238
H -4.0173 -1.9250 6.4634
H -3.5010 3.3717 5.2985
H -4.1917 3.6180 3.7195
H -2.5826 2.8728 3.9120
C 5.4084 -0.4454 -6.6223
C 4.3021 0.6134 -6.4453
O 3.5227 0.4844 -5.2706
C 2.7609 -0.5509 -5.0333
O 2.3384 -1.4239 -5.7953
O 2.4002 -0.5067 -3.6859
C 1.4413 -1.4242 -3.0567
H 6.0392 -0.4951 -5.7348
H 5.9945 -0.2084 -7.5103
H 4.9694 -1.4431 -6.6280
H 3.5912 0.6934 -7.2677
H 4.7392 1.6116 -6.4727
H 1.5739 -1.3164 -1.9802
H 1.7069 -2.4560 -3.2870
H 0.3931 -1.3263 -3.3393
C -10.1019 -4.2001 2.8665
C -8.7607 -4.3577 2.1369
O -7.8045 -3.3681 2.5252
C -7.8882 -1.9819 2.2067
O -8.5669 -1.4499 1.3813
O -7.0276 -1.3226 3.0142
C -6.6813 0.0717 2.8090
H -10.6469 -3.3043 2.5690
H -9.9815 -4.3622 3.9376
H -10.6811 -5.0150 2.4322
H -8.8682 -4.4857 1.0598
H -8.3169 -5.2819 2.5071
H -7.5302 0.6195 2.3997
H -5.8053 0.1234 2.1625
H -6.2830 0.3690 3.7791
C -1.3974 -5.4691 7.0918
C -0.2382 -4.5201 7.1754
O -0.5273 -3.1407 6.9298
C 0.5103 -2.3812 6.4514
O 1.6800 -2.6962 6.3746
O 0.0192 -1.2728 6.1274
C 0.6386 -0.2829 5.3591
H -2.0864 -5.0943 7.8487
H -0.9689 -6.4258 7.3904
H -1.8405 -5.6037 6.1050
H 0.5845 -4.8122 6.5227
H 0.2160 -4.6208 8.1611
H 0.0312 0.0694 4.5253
H 1.5953 -0.6668 5.0050
H 0.8777 0.4367 6.1421
C -3.0305 -0.5659 -4.5692
C -3.6874 0.8236 -4.4660
O -3.9839 0.9903 -3.1219
C -4.3143 2.2148 -2.5440
O -4.4353 3.3127 -3.1432
O -4.4505 2.1501 -1.1482
C -4.7290 3.3403 -0.3286
H -3.6870 -1.3742 -4.2470
H -2.0629 -0.7257 -4.0933
H -2.9290 -0.6995 -5.6462
H -4.5965 0.9008 -5.0624
H -2.9601 1.6213 -4.6170
H -5.3120 3.0608 0.5489
H -5.2198 4.1563 -0.8589
H -3.7948 3.8091 -0.0193
C 6.1458 -0.1397 -2.2284
C 7.7134 0.0657 -2.1784
O 8.0439 1.3426 -2.7102
C 9.1848 1.7721 -2.5005
O 9.9409 1.3604 -1.6404
O 9.4653 2.8265 -3.4247
C 10.7893 3.4151 -3.4137
H 5.9906 -0.7032 -3.1485
H 5.6333 0.8201 -2.2945
H 5.8192 -0.6362 -1.3147
H 8.1484 -0.6764 -2.8479
H 8.0956 -0.0972 -1.1707
H 11.1301 3.7750 -4.3845
H 11.5932 2.7569 -3.0840
H 10.8632 4.1758 -2.6366
C -2.2869 -0.1332 1.4892
C -1.8293 1.2566 1.0490
O -0.4303 1.4927 0.9955
C 0.2364 1.0273 0.0086
O -0.2927 0.4617 -0.9969
O 1.4655 1.3392 0.1463
C 2.4704 1.1844 -0.8477
H -1.7588 -0.9449 0.9889
H -3.3660 -0.2765 1.4329
H -1.8756 -0.2738 2.4887
H -2.1998 1.9937 1.7614
H -2.2020 1.4188 0.0376
H 2.6928 0.1372 -1.0528
H 3.4301 1.5692 -0.5028
H 2.2339 1.6681 -1.7954
C 1.5695 6.0936 1.3359
C 1.5485 4.6921 0.7029
O 2.8427 4.4690 0.1039
C 2.9688 4.4251 -1.1842
O 2.0830 4.6181 -1.9768
O 4.2388 4.2495 -1.4416
C 4.6430 3.9245 -2.8207
H 0.5645 6.3518 1.6697
H 1.8100 6.7408 0.4925
H 2.2470 6.1962 2.1836
H 0.7281 4.8585 0.0047
H 1.1333 3.9637 1.3994
H 4.0961 4.6387 -3.4362
H 4.1633 2.9606 -2.9908
H 5.7200 3.9700 -2.9817
C 2.6210 1.4740 3.1882
C 4.0120 0.9305 2.7409
O 4.5448 1.5265 1.5662
C 5.5204 2.3191 1.6948
O 5.9430 2.8087 2.7838
O 6.0542 2.4658 0.5102
C 7.2192 3.2913 0.3646
H 2.5135 1.2761 4.2547
H 1.7650 1.0182 2.6907
H 2.7401 2.5510 3.0698
H 4.0703 -0.1525 2.6326
H 4.6655 1.0178 3.6089
H 7.8320 3.1423 -0.5244
H 7.8210 3.3343 1.2725
H 6.8547 4.3081 0.2183
C -4.7886 -1.2813 -0.2929
C -5.5458 -1.5993 -1.6052
O -6.1511 -2.8924 -1.6776
C -5.7837 -3.9073 -2.5590
O -4.8719 -3.7096 -3.3637
O -6.6916 -4.8551 -2.5797
C -6.3706 -6.0974 -3.1250
H -4.3866 -0.2685 -0.3185
H -3.9728 -2.0036 -0.2628
H -5.4585 -1.4537 0.5495
H -4.8273 -1.3852 -2.3965
H -6.2623 -0.7869 -1.7262
H -7.2562 -6.7205 -3.0002
H -5.4361 -6.5015 -2.7359
H -6.2820 -6.0157 -4.2083
C -0.1821 2.6050 -3.3210
C 0.4406 2.5972 -4.7268
O -0.2947 1.7603 -5.5234
C -0.3331 1.8691 -6.8377
O 0.3804 2.6078 -7.5214
O -1.3658 1.0078 -7.3727
C -1.4177 0.7551 -8.7549
H 0.2993 1.8998 -2.6435
H -1.2088 2.2430 -3.3752
H -0.0576 3.5130 -2.7310
H 1.5265 2.5158 -4.6791
H 0.2595 3.5809 -5.1598
H -2.3156 0.1446 -8.8506
H -0.5666 0.1547 -9.0765
H -1.6546 1.6657 -9.3051
*
```

Gap between HOMO and LUMO: 10.66 eV
Relative energy (zero: lowest compared OMol25 entry of this formula, charge and spin): 639.8 kJ/mol
SMILES string: CCOC(=O)OC.CCOC(=O)OC.CCOC(=O)OC.CCOC(=O)OC.CCOC(=O)OC.CCOC(=O)OC.CCOC(=O)OC.CCOC(=O)OC.CCOC(=O)OC.CCOC(=O)OC.CCOC(=O)OC.CCOC(=O)OC
LUMO energy: 0.3 eV
Electronic energy: -125038.3267 eV

Löwdin population analysis, charges in e, atoms 1 to 6: atom 1 (C): -0.04, atom 2 (C): -0.18, atom 3 (O): 0.04, atom 4 (C): -0.59, atom 5 (O): 0.11, atom 6 (O): -0.01



No. 2
# C49H103BN3O14P2S2

10 unconnected molecules or ions with the total composition C49H103BN3O14P2S2 (wB97M-V/def2-TZVPD, the OMol25 dataset).

```
! wB97M-V def2-TZVPD RIJCOSX def2/J DEFGRID3
* xyz 1 1
C -5.4535 1.0225 0.9973
C -4.1954 0.4718 1.8074
B -3.5008 -0.8416 1.1957
O -2.5074 -1.4926 2.0025
N -3.7741 -1.4711 -0.1474
P -5.3939 -2.0154 -0.7200
S -5.9275 -0.7204 -2.1003
C -2.7797 -1.6880 -0.9967
N -2.7905 -2.2934 -2.2773
C -1.5411 -2.0150 -3.0262
C -1.6682 -1.5641 -4.5581
C -2.8711 -0.5357 -4.7909
C -3.6963 -0.8145 -6.1199
C -4.8918 0.2252 -6.3051
C -4.3207 1.7381 -6.3106
C -4.9369 2.4463 -5.0359
C -4.1695 3.7515 -4.5545
C -2.5878 3.6907 -4.7332
C -1.9238 4.4879 -3.5109
C -0.7844 5.4958 -3.9590
C 0.6082 4.8103 -4.2383
O 0.5409 3.9041 -5.3697
C 1.8759 3.4117 -5.6129
C -0.5940 -1.1133 -2.0835
C 0.8060 -1.7991 -1.7360
C 2.0629 -1.1881 -2.5114
C 2.7009 -0.0128 -1.6568
C 4.2905 -0.0966 -1.5226
O 4.9052 -0.7426 -2.6420
C 5.1106 0.1570 -3.7377
P -0.7049 0.7551 -2.2518
O -2.3460 1.1669 -2.1831
O 0.0329 1.5626 -0.9449
S 0.0593 1.4931 -3.8757
N -1.3637 -1.3375 -0.7910
H -6.2749 0.2384 0.9958
H -5.8678 1.8953 1.5955
H -5.2034 1.3824 -0.0419
H -3.4742 1.3428 1.9422
H -4.5570 0.2229 2.8556
H -2.0219 -0.7465 2.4108
H -6.3308 -2.0914 0.3518
H -5.1550 -3.2743 -1.3661
H -3.6685 -2.3118 -2.8042
H -1.0846 -3.0530 -3.1415
H -0.6749 -1.0906 -4.8441
H -1.7728 -2.4767 -5.2228
H -2.3980 0.4873 -4.8222
H -3.5952 -0.5160 -3.9117
H -3.0406 -0.8549 -7.0504
H -4.1145 -1.8719 -6.0165
H -5.5487 0.1059 -5.3857
H -5.4991 -0.0262 -7.2171
H -3.2022 1.6290 -6.2980
H -4.6864 2.1970 -7.2799
H -5.9868 2.7775 -5.3326
H -5.0696 1.7704 -4.1441
H -4.5749 4.7182 -4.9946
H -4.3649 3.8426 -3.4338
H -2.1971 2.6250 -4.7506
H -2.3434 4.2325 -5.7010
H -2.6958 5.1118 -2.9528
H -1.5618 3.7086 -2.7644
H -1.1197 6.0544 -4.8839
H -0.6691 6.2691 -3.1366
H 1.0461 4.2813 -3.3292
H 1.3446 5.6338 -4.5123
H 2.4647 3.2470 -4.6624
H 1.8084 2.4047 -6.1390
H 2.4480 4.0942 -6.3067
H 0.7161 -2.8956 -2.0283
H 1.0380 -1.7965 -0.6244
H 1.7535 -0.7893 -3.5175
H 2.7668 -2.0500 -2.7044
H 2.2987 -0.0544 -0.5909
H 2.4092 1.0205 -2.0289
H 4.5919 -0.6263 -0.5658
H 4.6725 0.9715 -1.4297
H 5.7167 1.0726 -3.4379
H 4.1473 0.4400 -4.2715
H 5.7461 -0.3965 -4.4980
H -2.5497 1.7263 -2.9636
H 0.1727 2.4634 -1.3183
H -1.0421 -2.2143 -0.3582
C -0.1283 -4.4508 6.0411
C -0.6031 -4.4220 4.6150
O -0.2142 -5.2382 3.8003
C -1.5812 -3.3422 4.2319
H 0.5700 -5.2787 6.1730
H 0.3843 -3.5193 6.2815
H -0.9753 -4.5978 6.7119
H -1.1318 -2.3600 4.3907
H -2.4937 -3.4406 4.8238
H -1.8359 -3.4433 3.1777
C -6.5729 -6.4096 0.4394
C -6.6267 -6.2431 -1.0559
O -5.9643 -5.3928 -1.6226
C -7.5302 -7.1682 -1.8230
H -5.8818 -5.6775 0.8612
H -7.5633 -6.2441 0.8676
H -6.2173 -7.4106 0.6893
H -8.5628 -7.0360 -1.4945
H -7.2168 -8.2030 -1.6727
H -7.4685 -6.9347 -2.8866
C 3.8706 4.8896 0.5291
C 2.4604 4.4835 0.2037
O 1.8966 4.8978 -0.7930
C 1.7706 3.5438 1.1587
H 4.2386 5.5667 -0.2435
H 3.8966 5.4063 1.4874
H 4.5139 4.0094 0.5592
H 1.7034 4.0018 2.1471
H 2.3209 2.6024 1.2166
H 0.7603 3.3377 0.7990
C -0.3180 -4.3919 10.7287
C -0.6549 -3.2664 9.7885
O -0.2967 -3.2853 8.6272
C -1.4530 -2.1166 10.3427
H 0.2579 -5.1490 10.1950
H 0.2825 -4.0156 11.5591
H -1.2354 -4.8495 11.1041
H -0.9027 -1.6397 11.1560
H -2.4201 -2.4742 10.7013
H -1.6216 -1.3805 9.5553
C 7.2057 6.6585 3.7012
C 6.8482 6.1588 2.3266
O 6.0635 5.2436 2.1712
C 7.5000 6.8370 1.1517
H 6.6627 6.0791 4.4493
H 8.2767 6.5374 3.8738
H 6.9248 7.7089 3.7998
H 8.5843 6.7237 1.2117
H 7.2318 7.8951 1.1374
H 7.1501 6.3755 0.2275
C 3.1790 -5.3959 3.8393
C 3.8062 -6.7444 4.0723
O 4.6071 -6.9219 4.9659
C 3.3993 -7.8647 3.1518
H 3.5636 -4.6869 4.5745
H 3.4316 -5.0358 2.8396
H 2.0949 -5.4657 3.9532
H 3.6613 -7.6139 2.1219
H 2.3252 -8.0423 3.2347
H 3.9280 -8.7757 3.4356
C -4.2727 -6.1257 5.8193
C -4.6536 -5.3511 7.0543
O -4.0857 -5.5303 8.1105
C -5.7673 -4.3450 6.9254
H -3.4590 -6.8114 6.0594
H -5.1270 -6.7066 5.4659
H -3.9340 -5.4390 5.0404
H -6.6882 -4.8464 6.6210
H -5.4953 -3.5804 6.1944
H -5.9332 -3.8638 7.8900
C 3.2665 9.6685 -2.2286
C 3.7869 8.2684 -2.0388
O 4.6087 8.0112 -1.1816
C 3.2492 7.1997 -2.9525
H 3.7399 10.3317 -1.5033
H 3.5054 10.0209 -3.2338
H 2.1866 9.6885 -2.0691
H 3.4889 7.4428 -3.9901
H 2.1691 7.1100 -2.8237
H 3.7108 6.2439 -2.7018
C 9.1004 0.0539 0.4835
C 9.0093 0.2114 -1.0118
O 9.6709 1.0413 -1.5996
C 8.0647 -0.7014 -1.7480
H 9.8169 0.7744 0.8799
H 8.1255 0.2430 0.9376
H 9.4423 -0.9529 0.7313
H 7.0450 -0.5450 -1.3936
H 8.3609 -1.7417 -1.5994
H 8.1023 -0.4760 -2.8146
*
```

Gap between HOMO and LUMO: 7.38 eV
Relative energy (zero: lowest compared OMol25 entry of this formula, charge and spin): 532.5 kJ/mol
LUMO energy: -3.2 eV
Electronic energy: -126536.9384 eV

Löwdin population analysis, charges in e, atoms 1 to 6: atom 1 (C): -0.14, atom 2 (C): -0.14, atom 3 (B): -0.46, atom 4 (O): 0.09, atom 5 (N): -0.03, atom 6 (P): 0.50



Number 1: strongest force on any atom 6.457 eV/Å. Number 2: strongest force on any atom 5.029 eV/Å.